DFT (wB97M-V/def2-TZVPD) results for a molecular structure, C32H48N9Y in a non-equilibrium geometry.

Cartesian coordinates (Å):
Y (-0.16534, 0.30320, -0.21023)
C (-0.69752, -2.40869, 1.36345)
N (-1.55956, -1.48382, 0.59707)
C (-2.29016, -2.27093, -0.41610)
C (-2.46604, -0.84437, 1.56379)
C (-3.39889, -1.60440, 2.25170)
C (-4.12344, -1.06320, 3.30009)
C (-3.82109, 0.22008, 3.72497)
C (-2.90674, 0.99275, 3.04030)
C (-2.28584, 0.52917, 1.86862)
N (-1.48494, 1.30367, 1.02919)
C (-1.53603, 2.69564, 1.01439)
C (-2.53997, 3.49886, 1.58338)
C (-2.41627, 4.87147, 1.65054)
C (-1.30565, 5.51146, 1.12501)
C (-0.38294, 4.76262, 0.42048)
C (-0.50905, 3.38686, 0.32391)
N (0.38149, 2.62732, -0.56600)
C (1.79085, 2.95063, -0.30047)
C (0.06572, 3.00458, -1.95993)
H (-1.26367, -3.27674, 1.71978)
H (-0.30528, -1.89994, 2.24621)
H (0.12242, -2.77350, 0.73971)
H (-2.63904, -3.22652, -0.01413)
H (-1.62401, -2.48681, -1.25442)
H (-3.16195, -1.71591, -0.75880)
H (-3.56601, -2.63188, 1.96849)
H (-4.87001, -1.65350, 3.80552)
H (-4.30411, 0.63127, 4.59647)
H (-2.64367, 1.96172, 3.43160)
H (-3.43937, 3.04084, 1.95493)
H (-3.19411, 5.44535, 2.12554)
H (-1.18524, 6.57730, 1.22289)
H (0.43794, 5.26352, -0.06869)
H (2.05130, 3.95370, -0.65552)
H (2.43856, 2.23239, -0.81221)
H (1.96400, 2.91452, 0.77517)
H (0.29439, 4.06043, -2.14295)
H (-0.99884, 2.85326, -2.14709)
H (0.65446, 2.39542, -2.65155)
C (4.07987, 1.27762, 2.07551)
N (3.11646, 0.26420, 1.67480)
C (1.92670, 0.20328, 2.49439)
C (3.11162, -0.27125, 0.42303)
N (1.94749, -0.55072, -0.16249)
C (1.88308, -1.60689, -1.11529)
C (2.64161, -2.76542, -0.93617)
C (2.53640, -3.83795, -1.80257)
C (1.63440, -3.78439, -2.85193)
C (0.83955, -2.66669, -3.01973)
C (0.95263, -1.55664, -2.18087)
N (0.05731, -0.45829, -2.31243)
C (-0.35112, -0.09532, -3.52894)
N (-1.55355, 0.51595, -3.67276)
C (-1.88537, 1.33720, -4.82141)
C (-2.64741, 0.29886, -2.74482)
N (0.43293, -0.21254, -4.62989)
C (-0.05776, -0.66336, -5.91812)
C (1.87271, -0.13769, -4.53816)
N (4.31784, -0.45933, -0.16766)
C (4.48454, -0.40037, -1.60093)
C (5.48354, -0.94951, 0.54307)
H (3.99368, 1.43052, 3.14817)
H (3.88691, 2.22884, 1.57376)
H (5.10109, 0.98614, 1.85966)
H (2.22342, 0.28567, 3.54073)
H (1.44514, -0.76622, 2.35617)
H (1.21106, 1.01764, 2.27952)
H (3.30159, -2.82298, -0.08269)
H (3.13631, -4.71872, -1.64139)
H (1.53235, -4.61984, -3.52547)
H (0.09455, -2.65188, -3.80162)
H (-0.98286, 1.68641, -5.31206)
H (-2.44892, 2.20620, -4.48204)
H (-2.50239, 0.79815, -5.54667)
H (-3.03075, -0.72088, -2.83397)
H (-3.45464, 0.98270, -2.99631)
H (-2.35158, 0.49720, -1.70064)
H (-1.11725, -0.89123, -5.86681)
H (0.47540, -1.57527, -6.19800)
H (0.11905, 0.08183, -6.69596)
H (2.15262, 0.37864, -3.62122)
H (2.23884, 0.43828, -5.39012)
H (2.34893, -1.12249, -4.55417)
H (3.64926, 0.13196, -2.05074)
H (4.55587, -1.39299, -2.05459)
H (5.40481, 0.14581, -1.81531)
H (5.23225, -1.20327, 1.57006)
H (6.30003, -0.22315, 0.52978)
H (5.84076, -1.85376, 0.04369)

Output
net charge	+2
molecular weight	647.70	g/mol
HOMO-LUMO gap	7.54	eV
LUMO level	-4.5602	eV



DFT (wB97M-V/def2-TZVPD) results for 2 unconnected molecules or ions with the total composition C2H8N2 in a non-equilibrium geometry.

Cartesian coordinates (Å):
C (0.11791, 1.73690, 1.87766)
N (-0.44414, 0.95699, 0.95996)
C (-0.90350, 1.49613, -0.42537)
H (0.88460, 2.46447, 1.56212)
H (-0.09209, 1.63557, 2.97984)
H (-1.13404, 0.63798, -1.11644)
H (-0.38417, 2.24588, -0.97069)
H (-1.96446, 1.69306, -0.27090)
N (0.95023, -3.48210, -1.75307)
H (1.33806, -4.30272, -1.30094)
H (1.27836, -3.53220, -2.79427)
H (1.24461, -2.56451, -1.25070)

Output
molecular weight	60.10	g/mol
relative energy (zero: lowest compared OMol25 entry of this formula, charge and spin)	223.5	kJ/mol
HOMO-LUMO gap	9.89	eV
LUMO level	0.7999	eV



DFT (wB97M-V/def2-TZVPD) results for a gas-phase ion, C2H4NO2 (charge -1) in a non-equilibrium geometry.

Cartesian coordinates (Å):
O (1.13278, -2.20353, 0.13934)
C (0.18979, -1.35478, 0.09771)
N (-0.05035, -0.25773, 0.77720)
C (-0.28720, 1.10460, -0.25295)
O (-1.12583, 1.97117, 0.16268)
H (-0.51238, -1.41276, -0.75848)
H (0.37004, 0.24805, 1.54479)
H (0.84241, 1.35375, -0.46721)
H (-0.55925, 0.55123, -1.24309)

Output
net charge	-1
molecular weight	74.06	g/mol
relative energy (zero: lowest compared OMol25 entry of this formula, charge and spin)	209.5	kJ/mol
HOMO-LUMO gap	8.04	eV
LUMO level	4.5305	eV



DFT (wB97M-V/def2-TZVPD) results for a molecular structure, C34H51BN6O2PbSSbSe4.

Cartesian coordinates (Å):
Pb (-1.28554, -0.13573, -1.18889)
C (-1.86115, 1.84387, -3.97747)
C (-1.97863, 3.14512, -3.18128)
C (-3.43109, 3.43937, -2.78714)
C (-1.04714, 3.23692, -1.99613)
C (-0.40847, 4.40812, -1.58257)
C (0.38747, 4.06289, -0.51251)
C (1.32366, 5.02788, 0.17735)
C (1.04649, 5.25360, 1.66497)
C (2.79000, 4.68089, -0.08124)
N (0.23847, 2.73109, -0.30101)
N (-0.66225, 2.23346, -1.21774)
B (0.96678, 1.83712, 0.75806)
N (-0.06032, 1.09337, 1.68231)
N (-0.89583, 0.11983, 1.20220)
C (-1.55809, -0.39407, 2.22828)
C (-1.16395, 0.24476, 3.40568)
C (-0.22513, 1.18749, 3.02397)
C (0.47171, 2.15628, 3.93991)
C (1.07482, 1.42916, 5.14334)
C (-0.51335, 3.23272, 4.40919)
C (-2.54225, -1.52514, 2.07938)
C (-2.09995, -2.72060, 2.92789)
C (-3.94978, -1.08258, 2.48034)
N (1.92028, 0.80726, 0.06686)
N (1.38844, 0.05079, -0.93526)
C (2.34672, -0.74388, -1.38701)
C (3.52257, -0.52035, -0.66457)
C (3.22504, 0.46552, 0.25905)
C (4.26202, 0.97271, 1.24932)
C (3.77369, 1.66667, 2.51732)
C (5.31925, 1.83020, 0.53894)
C (2.13101, -1.74003, -2.49863)
C (1.42037, -1.12894, -3.70669)
C (1.38501, -2.98152, -1.99814)
H (-2.60949, 1.81217, -4.77135)
H (-0.86460, 1.73845, -4.41545)
H (-2.05822, 0.95884, -3.36855)
H (-1.64565, 3.95578, -3.83509)
H (-3.77949, 2.74348, -2.02109)
H (-3.52082, 4.45867, -2.39876)
H (-4.08699, 3.33120, -3.65307)
H (-0.51240, 5.39097, -2.01805)
H (1.11947, 5.97499, -0.32514)
H (1.36771, 4.40893, 2.27113)
H (1.58453, 6.13980, 2.01119)
H (-0.01945, 5.41074, 1.84344)
H (3.02673, 3.70016, 0.32448)
H (2.99906, 4.65661, -1.15302)
H (3.45083, 5.41822, 0.38401)
H (1.61730, 2.55350, 1.43759)
H (-1.52864, 0.05391, 4.40390)
H (1.27507, 2.64380, 3.39848)
H (0.28827, 1.01995, 5.78217)
H (1.71449, 0.60229, 4.83357)
H (1.67247, 2.11973, 5.74314)
H (-1.32470, 2.78012, 4.98423)
H (-0.00924, 3.96773, 5.04301)
H (-0.95556, 3.75617, 3.56049)
H (-2.55269, -1.83281, 1.02669)
H (-2.16021, -2.48013, 3.99294)
H (-2.75391, -3.57716, 2.74195)
H (-1.07239, -3.01369, 2.70373)
H (-3.99360, -0.90833, 3.56127)
H (-4.24224, -0.16946, 1.96643)
H (-4.67864, -1.85277, 2.21993)
H (4.47274, -1.02220, -0.78328)
H (4.76914, 0.06146, 1.57381)
H (3.44758, 2.68903, 2.32660)
H (2.94990, 1.12327, 2.97919)
H (4.59657, 1.71409, 3.23580)
H (4.87754, 2.73876, 0.12960)
H (6.10575, 2.12152, 1.24212)
H (5.78025, 1.28211, -0.28351)
H (3.13188, -2.04935, -2.80983)
H (0.37577, -0.89509, -3.48125)
H (1.91031, -0.20563, -4.02472)
H (1.41790, -1.83107, -4.54336)
H (0.40406, -2.71316, -1.59720)
H (1.22567, -3.69628, -2.80959)
H (1.94523, -3.47941, -1.20422)
Se (-6.60004, -2.60081, -1.91491)
Sb (-5.02627, -0.96699, -2.64232)
Se (-2.78573, -2.33822, -3.27744)
Se (-4.05983, 0.31615, -0.72783)
Se (-5.32392, 0.30487, -4.64882)
O (0.10613, -9.51544, -1.01184)
C (0.08491, -8.64517, -2.05439)
O (0.60778, -8.96699, -3.08482)
C (-0.60440, -7.33818, -1.83631)
C (-0.85648, -6.55055, -2.95144)
C (-1.48405, -5.32076, -2.83602)
C (-1.87297, -4.84626, -1.58283)
S (-2.64734, -3.29643, -1.28816)
C (-1.62651, -5.64040, -0.45459)
C (-0.99871, -6.86403, -0.58517)
H (-0.40356, -9.15404, -0.27718)
H (-0.55372, -6.92523, -3.92099)
H (-1.68212, -4.72356, -3.71551)
H (-1.93654, -5.28658, 0.52435)
H (-0.80476, -7.42561, 0.32370)

Output
net charge	-1
molecular weight	1263.50	g/mol
relative energy (zero: lowest compared OMol25 entry of this formula, charge and spin)	0.0	kJ/mol
HOMO-LUMO gap	6.77	eV
LUMO level	2.0243	eV



DFT (wB97M-V/def2-TZVPD) results for 2 unconnected molecules or ions with the total composition C5H8BrN in a non-equilibrium geometry.

Cartesian coordinates (Å):
C (0.34465, 0.13376, -0.32098)
C (0.33316, -1.00790, 0.09242)
C (-1.30559, -0.21836, 2.72631)
C (0.40001, 1.31529, -1.02314)
C (0.30274, -2.32084, 0.68625)
N (-1.94977, 0.81222, 2.20136)
Br (-0.29478, 0.39233, 4.19798)
H (-2.59862, 0.82465, 1.42445)
H (0.63479, 1.21492, -2.07755)
H (1.13640, 2.13330, -0.51481)
H (-0.58221, 1.92014, -1.00399)
H (0.80337, -2.38180, 1.62014)
H (-0.78700, -2.69682, 0.73235)
H (0.77005, -3.02498, -0.02202)
H (-1.58238, 1.71789, 2.29999)

Output
molecular weight	162.03	g/mol
relative energy (zero: lowest compared OMol25 entry of this formula, charge and spin)	307.8	kJ/mol
HOMO-LUMO gap	9.43	eV
LUMO level	0.6957	eV



DFT (wB97M-V/def2-TZVPD) results for a molecular structure, C6H27O8 in a non-equilibrium geometry.

Cartesian coordinates (Å):
O (0.86653, -0.86593, -0.28359)
H (0.63284, -1.38632, -1.05572)
H (0.15933, -0.92625, 0.36282)
H (0.82636, 0.07695, -0.45951)
C (-1.87717, 0.66781, 1.50412)
C (-1.73136, -0.74513, 0.88355)
C (-1.97917, -0.74982, -0.69234)
O (-0.55423, -1.32696, 1.35831)
H (-2.78170, 1.15567, 1.14092)
H (-0.96548, 1.24487, 1.34940)
H (-2.12350, 0.58341, 2.56256)
H (-2.52185, -1.39985, 1.25035)
H (-3.01381, -0.43687, -0.83267)
H (-1.97447, -1.76138, -1.09829)
H (-1.17468, -0.35309, -1.31161)
C (2.49094, 2.21474, -1.05570)
C (1.14686, 1.79054, -0.52079)
C (0.35526, 3.05250, -0.24479)
O (0.47493, 0.80908, -1.23781)
H (3.02423, 2.90558, -0.40266)
H (2.39789, 2.78808, -1.97806)
H (3.12848, 1.34403, -1.20895)
H (1.36842, 1.34221, 0.44771)
H (-0.65246, 2.89024, 0.13768)
H (0.16202, 3.60259, -1.16573)
H (0.94510, 3.76676, 0.32970)
O (1.38891, -0.08525, -2.92527)
H (1.45636, 0.27526, -2.04112)
H (0.63973, 0.36750, -3.31254)
O (-1.07395, -3.37210, 0.82375)
H (-1.22346, -2.42671, 0.81295)
H (-0.52050, -3.51879, 1.59082)
O (-0.08813, -2.02602, -1.69109)
H (-0.06380, -2.00720, -2.64780)
H (-0.91541, -2.45903, -1.48054)
O (0.83265, -2.31581, 2.52132)
H (1.75906, -2.14823, 2.34837)
H (0.36755, -1.70074, 1.95421)
O (0.65137, 0.29110, 2.09087)
H (0.23990, 1.12575, 2.31511)
H (-0.07960, -0.28304, 1.86220)

Output
net charge	-1
molecular weight	227.27	g/mol
relative energy (zero: lowest compared OMol25 entry of this formula, charge and spin)	1137.2	kJ/mol
HOMO-LUMO gap	7.92	eV
LUMO level	3.1918	eV



DFT (wB97M-V/def2-TZVPD) results for a molecular structure, C3H7NO7 in a non-equilibrium geometry.

Cartesian coordinates (Å):
N (1.32740, -2.08821, 1.96953)
O (1.03676, -3.22281, 2.40081)
O (0.35412, -1.51597, 1.21092)
O (2.36686, -1.45509, 2.18832)
C (-0.75900, 2.73789, 0.42789)
O (-1.21723, 1.34743, 0.25513)
C (-0.59985, 0.59671, -0.58692)
O (-1.15288, -0.54368, -0.82268)
C (-0.54992, -1.43893, -1.82123)
O (1.17647, 0.76191, 0.62457)
O (1.19431, -0.41456, 0.17853)
H (-1.63969, 3.36216, 0.28053)
H (-0.39826, 2.84037, 1.45314)
H (0.01512, 2.99372, -0.30561)
H (0.13530, 1.01147, -1.29885)
H (-1.37711, -1.81168, -2.42112)
H (0.16648, -0.89799, -2.45060)
H (-0.07890, -2.26277, -1.28235)

Output
molecular weight	169.09	g/mol
relative energy (zero: lowest compared OMol25 entry of this formula, charge and spin)	115.7	kJ/mol
HOMO-LUMO gap (alpha / beta)	8.65 / 8.64	eV
LUMO level (alpha / beta)	0.0487 / 0.0487	eV



DFT (wB97M-V/def2-TZVPD) results for a gas-phase ion, C3H5N3O (charge +2) in a non-equilibrium geometry.

Cartesian coordinates (Å):
N (1.83227, 1.25262, 1.24542)
C (0.74965, 0.88394, 1.22931)
C (-0.51985, 0.26518, 1.18528)
N (-0.55469, -0.84336, 0.18111)
O (-0.69999, -2.01084, 0.54165)
C (-0.08465, -0.48288, -1.02016)
N (-0.36947, -0.59202, -2.21747)
H (2.77036, 1.51483, 0.98975)
H (-0.88370, 0.04575, 2.28309)
H (-1.24820, 1.01364, 1.08751)
H (0.34365, -0.33322, -2.93199)
H (-1.33537, -0.71364, -2.57351)

Output
net charge	+2
molecular weight	99.09	g/mol
relative energy (zero: lowest compared OMol25 entry of this formula, charge and spin)	201.7	kJ/mol
HOMO-LUMO gap (alpha / beta)	8.91 / 9.06	eV
LUMO level (alpha / beta)	-11.2288 / -11.0123	eV